No. 1
ORCA calculation (wB97M-V/def2-TZVPD) on 2 unconnected molecules or ions with the total composition C12H12 at a distorted geometry.

```
24
Properties=species:S:1:pos:R:3:nbo_charge:R:1
C -2.22 2.28 -1.82 -0.23
C -1.48 1.29 -2.52 -0.20
C -0.22 0.94 -2.01 -0.23
C 0.23 1.27 -0.70 -0.20
C -0.69 2.09 0.13 -0.25
C -1.88 2.59 -0.53 -0.21
H -3.18 2.75 -2.06 0.22
H -1.88 0.88 -3.45 0.22
H 0.39 0.19 -2.53 0.21
H 1.09 0.76 -0.25 0.24
H -0.50 2.39 1.17 0.22
H -2.59 3.17 0.06 0.21
C 2.42 -2.05 0.79 -0.21
C 1.52 -3.04 1.21 -0.23
C 0.17 -2.75 1.51 -0.20
C -0.27 -1.35 1.60 -0.22
C 0.61 -0.37 1.17 -0.23
C 1.94 -0.73 0.70 -0.24
H 3.44 -2.33 0.51 0.22
H 1.91 -4.06 1.35 0.21
H -0.52 -3.51 1.90 0.21
H -1.19 -1.12 2.15 0.22
H 0.24 0.66 1.17 0.24
H 2.67 0.05 0.45 0.21
```

Output
Largest force on an atom   0.07329 Eh/bohr
2S+1   1
Relative energy (zero: lowest compared OMol25 entry of this formula, charge and spin)   283.6 kJ/mol
SMILES string   c1ccccc1.c1ccccc1
HOMO-LUMO gap   9.472 eV
Total energy   -464.3641 hartree

No. 2
ORCA calculation (wB97M-V/def2-TZVPD) on a molecular structure, C19H21O4STi at a distorted geometry.

```
46
Properties=species:S:1:pos:R:3:lowdin_spin:R:1
C -2.98 0.87 1.20 0.00
C -1.96 1.56 1.93 0.00
C -0.97 1.95 1.00 0.00
H -1.98 1.74 3.01 0.00
C -1.33 1.49 -0.31 0.00
C -2.60 0.83 -0.19 0.00
H -3.20 0.51 -1.02 0.00
H -3.93 0.52 1.59 0.00
H -0.12 2.61 1.22 0.00
H -0.85 1.75 -1.25 0.00
C 0.45 -2.50 0.01 0.00
C -0.91 -2.88 0.25 0.00
C -1.75 -2.15 -0.67 0.00
H -1.20 -3.65 0.95 0.00
C -0.90 -1.34 -1.49 0.00
C 0.46 -1.58 -1.09 0.00
H 1.31 -1.20 -1.65 0.00
H 1.29 -2.86 0.59 0.00
H -2.83 -2.22 -0.76 0.00
H -1.19 -0.70 -2.32 0.00
Ti -0.76 -0.56 0.69 0.01
O 0.86 0.00 1.11 0.03
C 2.01 0.91 0.85 0.06
C 1.97 1.80 -0.34 0.41
H 2.05 1.51 1.76 0.01
H 2.94 0.32 0.83 0.00
H 1.26 2.62 -0.30 0.02
H 2.04 3.55 -2.38 0.01
C 2.79 2.76 -2.44 0.14
C 2.74 1.68 -1.49 0.03
C 3.54 0.52 -1.80 0.13
H 3.33 -0.39 -1.24 0.01
C 4.49 0.56 -2.80 -0.01
H 5.14 -0.31 -2.94 0.00
C 4.67 1.73 -3.56 0.16
H 5.49 1.77 -4.26 0.01
C 3.75 2.79 -3.44 -0.02
H 3.87 3.67 -4.09 0.00
C -4.30 -2.30 3.09 0.00
S -2.51 -2.14 3.15 0.00
O -2.18 -1.41 4.35 0.00
O -1.99 -3.48 2.97 0.00
O -2.07 -1.28 1.94 0.00
H -4.52 -3.00 3.91 0.00
H -4.66 -2.76 2.17 0.00
H -4.80 -1.35 3.28 0.00
```

Output
<S²>   0.7980
Largest force on an atom   0.05700 Eh/bohr
2S+1   2
Relative energy (zero: lowest compared OMol25 entry of this formula, charge and spin)   0.0 kJ/mol
HOMO-LUMO gap (alpha / beta)   7.793 / 6.902 eV
Total energy   -2285.1865 hartree

No. 3
ORCA calculation (wB97M-V/def2-TZVPD) on a gas-phase ion, C5H15BNO2S (charge +1).

```
25
Properties=species:S:1:pos:R:3:nbo_charge:R:1
C -0.19 -2.04 1.45 -1.07
B 0.22 -0.57 1.65 0.89
O 1.33 -0.15 2.27 -0.88
S -1.04 0.84 1.10 0.76
N -1.04 1.94 2.36 -0.95
C -0.11 1.77 -0.14 -0.53
C -0.46 1.33 -1.56 -0.42
C -0.56 -0.18 -1.77 -0.43
C 0.80 -0.85 -1.95 -0.06
O 0.59 -2.20 -2.29 -0.71
H -0.97 -2.22 0.72 0.27
H 0.70 -2.62 1.18 0.27
H -0.53 -2.45 2.41 0.30
H 1.86 0.56 1.88 0.52
H -1.64 1.61 3.12 0.42
H -0.12 2.15 2.73 0.40
H 0.96 1.69 0.07 0.22
H -0.40 2.80 0.06 0.27
H 0.33 1.72 -2.20 0.24
H -1.38 1.83 -1.87 0.24
H -1.11 -0.67 -0.96 0.19
H -1.14 -0.37 -2.67 0.25
H 1.33 -0.35 -2.77 0.18
H 1.42 -0.77 -1.05 0.14
H 1.12 -2.79 -1.74 0.48
```

Output
Largest force on an atom   0.01212 Eh/bohr
2S+1   1
Net charge   +1
HOMO-LUMO gap   9.517 eV
Total energy   -827.5645 hartree

No. 4
ORCA calculation (wB97M-V/def2-TZVPD) on C4H8N2 in the gas phase.

```
14
Properties=species:S:1:pos:R:3:nbo_charge:R:1
C -0.19 0.04 1.91 -0.27
N 0.49 1.28 1.57 -0.57
C -0.65 0.82 0.76 -0.14
C -0.48 0.33 -0.58 -0.14
C 0.62 -0.86 -2.13 -0.34
N 0.05 -0.83 -0.94 -0.43
H -0.76 0.08 2.82 0.20
H 0.34 -0.90 1.75 0.18
H 1.34 1.02 1.08 0.34
H -1.53 1.46 0.83 0.21
H -0.76 0.96 -1.40 0.19
H 1.06 0.04 -2.50 0.19
H 0.58 -1.73 -2.73 0.18
H -0.11 -1.72 -0.45 0.40
```

Output
Largest force on an atom   0.01797 Eh/bohr
2S+1   1
Relative energy (zero: lowest compared OMol25 entry of this formula, charge and spin)   375.4 kJ/mol
HOMO-LUMO gap (alpha / beta)   7.730 / 7.718 eV
Total energy   -266.5790 hartree

No. 5
ORCA calculation (wB97M-V/def2-TZVPD) on C4H8O in the gas phase.

```
13
Properties=species:S:1:pos:R:3:nbo_charge:R:1
C -1.78 0.09 0.28 -0.60
C -0.47 -0.10 -0.47 -0.40
C 0.76 0.08 0.42 -0.51
C 2.06 -0.09 -0.33 0.45
O 2.14 -0.52 -1.46 -0.52
H -1.84 1.09 0.73 0.20
H -1.90 -0.64 1.09 0.20
H -2.64 -0.02 -0.40 0.21
H -0.43 -1.10 -0.92 0.21
H -0.40 0.61 -1.31 0.21
H 0.77 1.07 0.90 0.22
H 0.76 -0.65 1.24 0.23
H 2.98 0.19 0.23 0.10
```

Output
Largest force on an atom   0.00971 Eh/bohr
2S+1   1
Relative energy (zero: lowest compared OMol25 entry of this formula, charge and spin)   25.5 kJ/mol
SMILES string   CCCC=O
HOMO-LUMO gap   10.908 eV
Total energy   -232.4359 hartree

No. 6
ORCA calculation (wB97M-V/def2-TZVPD) on 6 unconnected molecules or ions with the total composition C40H62N3O15S2 at a distorted geometry.

```
122
Properties=species:S:1:pos:R:3:mulliken_charge:R:1
C 4.49 -2.61 3.85 -0.98
N 4.31 -2.04 2.51 0.16
C 3.06 -1.66 2.05 -1.77
C 3.27 -1.19 0.80 0.03
N 4.60 -1.27 0.51 0.19
C 5.28 -0.89 -0.75 -0.75
C 4.68 0.34 -1.43 -0.64
C 3.44 0.00 -2.29 -0.25
S 2.48 1.52 -2.60 -0.23
C 0.72 1.09 -2.47 0.14
S -0.12 0.89 -3.82 -0.07
N 0.06 1.01 -1.20 0.49
C -0.03 -0.30 -0.64 0.72
C -0.66 -0.43 0.60 -0.59
C -0.81 -1.65 1.23 -0.83
C -0.33 -2.81 0.61 -0.97
C 0.26 -2.69 -0.64 -1.13
C 0.42 -1.46 -1.27 0.17
C 0.48 2.03 -0.25 -1.41
C -0.42 3.06 0.00 -0.29
C -0.11 4.05 0.93 -0.79
C 1.11 4.03 1.59 -1.07
C 2.04 3.02 1.35 -0.85
C 1.69 2.03 0.44 1.44
C 5.20 -1.79 1.58 -0.15
H 4.35 -1.85 4.61 0.28
H 3.75 -3.39 3.97 0.37
H 5.48 -3.05 3.93 0.43
H 2.14 -1.73 2.58 0.92
H 2.48 -0.84 0.16 0.58
H 6.33 -0.73 -0.54 0.49
H 5.22 -1.76 -1.41 0.27
H 4.42 1.07 -0.66 0.24
H 5.44 0.73 -2.09 0.50
H 3.80 -0.38 -3.25 0.54
H 2.88 -0.78 -1.79 0.11
H -1.04 0.46 1.09 0.66
H -1.29 -1.70 2.19 0.54
H -0.45 -3.76 1.11 0.53
H 0.60 -3.59 -1.14 0.49
H 0.87 -1.41 -2.24 0.61
H -1.37 3.06 -0.50 0.54
H -0.82 4.83 1.13 0.58
H 1.30 4.83 2.30 0.52
H 2.99 3.00 1.85 0.50
H 2.40 1.24 0.25 0.14
H 6.25 -2.01 1.70 0.46
C -2.74 -1.21 -3.09 -0.59
C -4.04 -1.61 -2.44 -0.46
O -5.16 -1.33 -3.29 -0.39
C -5.37 -2.23 -4.26 0.76
O -4.73 -3.23 -4.45 -0.56
O -6.42 -1.82 -4.97 -0.35
C -6.74 -2.67 -6.09 -0.63
H -2.78 -0.17 -3.40 0.32
H -1.91 -1.33 -2.39 0.05
H -2.54 -1.81 -3.97 0.41
H -4.21 -1.03 -1.54 0.31
H -4.04 -2.66 -2.16 0.36
H -6.85 -3.70 -5.77 0.26
H -5.97 -2.58 -6.85 0.32
H -7.68 -2.31 -6.50 0.25
C -11.32 -2.55 -11.62 -1.10
C -10.10 -3.40 -11.89 -0.18
O -9.35 -3.65 -10.69 -0.35
C -9.83 -4.61 -9.91 0.74
O -10.81 -5.29 -10.13 -0.55
O -9.05 -4.71 -8.84 -0.28
C -9.49 -5.67 -7.88 -0.69
H -11.03 -1.63 -11.10 0.29
H -11.81 -2.28 -12.56 0.36
H -12.03 -3.08 -10.99 0.31
H -9.41 -2.87 -12.56 0.29
H -10.36 -4.34 -12.37 0.32
H -9.64 -6.64 -8.34 0.32
H -10.41 -5.33 -7.40 0.33
H -8.71 -5.75 -7.13 0.19
C 0.64 1.28 4.18 -0.97
C 2.05 0.73 4.22 0.41
O 2.86 1.43 5.17 -0.46
C 2.70 1.06 6.44 0.73
O 1.98 0.17 6.83 -0.57
O 3.48 1.82 7.20 -0.36
C 3.38 1.56 8.61 -0.54
H 0.66 2.36 4.00 0.30
H 0.07 0.80 3.38 0.03
H 0.12 1.11 5.12 0.46
H 2.53 0.87 3.26 -0.06
H 2.05 -0.34 4.45 0.32
H 3.52 0.51 8.83 0.19
H 2.41 1.89 8.98 0.30
H 4.16 2.14 9.08 0.25
C -3.22 10.15 0.24 -1.09
C -2.07 10.69 -0.58 -0.18
O -0.91 9.84 -0.49 -0.37
C -0.94 8.76 -1.25 0.77
O -1.81 8.44 -2.01 -0.55
O 0.19 8.07 -1.04 -0.35
C 0.28 6.85 -1.77 -0.57
H -2.90 9.99 1.27 0.29
H -4.05 10.86 0.24 0.36
H -3.57 9.20 -0.15 0.31
H -1.75 11.66 -0.20 0.29
H -2.35 10.82 -1.63 0.32
H 0.11 7.01 -2.83 0.35
H -0.44 6.13 -1.38 0.21
H 1.28 6.46 -1.62 0.22
C 9.87 -3.84 8.74 -1.08
C 8.93 -4.88 8.18 -0.17
O 7.59 -4.70 8.68 -0.37
C 6.87 -3.76 8.08 0.76
O 7.22 -3.06 7.16 -0.57
O 5.68 -3.71 8.67 -0.35
C 4.83 -2.68 8.17 -0.33
H 9.82 -3.83 9.83 0.30
H 10.89 -4.05 8.44 0.36
H 9.61 -2.84 8.40 0.30
H 9.22 -5.87 8.50 0.29
H 8.93 -4.87 7.09 0.30
H 4.75 -2.74 7.08 0.00
H 5.20 -1.70 8.47 0.25
H 3.84 -2.83 8.60 0.33
```

Output
Largest force on an atom   0.03458 Eh/bohr
2S+1   1
Net charge   +1
HOMO-LUMO gap   7.659 eV
Total energy   -3650.4310 hartree